165
Properties=species:S:1:pos:R:3:forces:R:3 method="wB97M-V/def2-TZVPD" fmax_ev_per_a=3.26 gap_ev=8.33 lumo_energy_ha=0.0179 energy_ev=-96687.0025
N -7.381830 14.027670 4.570080 -0.042 -1.488 1.475
C -6.659990 13.396900 5.586440 -0.923 0.988 0.277
C -7.524800 13.122850 6.639280 -0.138 0.115 -1.358
C -8.856990 13.435920 6.164490 0.988 0.482 -0.052
C -8.715810 13.975940 4.896560 0.228 0.178 0.451
H -6.949470 14.232800 3.680650 0.020 0.013 -0.392
H -5.589120 13.275040 5.517310 -0.090 0.079 -0.044
H -7.205290 12.762640 7.606010 -0.227 -0.160 -0.101
H -9.777050 13.379490 6.727250 0.057 -0.111 -0.107
H -9.458500 14.384950 4.227590 0.033 -0.077 0.047
N -0.683320 18.783690 -4.030310 1.199 2.540 -1.114
C -1.213430 17.720600 -3.436000 -0.899 -0.758 0.383
C -2.194410 18.211920 -2.623790 -0.912 -0.353 1.942
C -2.169750 19.616020 -2.627760 0.195 0.816 -1.036
C -1.241510 19.994110 -3.568830 0.629 -1.564 -0.326
H 0.005100 18.731270 -4.767480 -0.074 0.099 0.266
H -0.859680 16.723560 -3.653180 -0.218 0.064 0.023
H -2.891190 17.757270 -1.935180 0.264 -0.739 -0.255
H -2.825910 20.275610 -2.079310 0.071 -0.105 0.003
H -0.899450 20.932800 -3.979020 -0.136 -0.100 0.139
N -0.108100 19.824450 5.099490 0.453 0.386 1.461
C -0.688860 20.519140 6.132460 -0.932 0.267 -0.622
C 0.274570 21.030220 6.978520 -1.474 0.256 0.243
C 1.492990 20.591340 6.496510 1.362 -1.766 -1.925
C 1.226200 19.820060 5.362160 0.724 0.526 -0.178
H -0.591970 19.458730 4.291880 -0.023 -0.056 0.175
H -1.764710 20.613070 6.143660 0.059 0.173 0.098
H 0.034550 21.676360 7.809960 0.199 -0.180 0.111
H 2.535580 20.637670 6.774470 -0.249 0.564 0.643
H 1.944960 19.373400 4.691130 -0.162 -0.109 0.054
N -7.956180 18.317350 1.128270 0.694 0.884 -0.921
C -9.115090 18.873560 1.512250 -1.436 1.017 -1.269
C -9.485380 18.372740 2.711120 -0.611 0.592 0.580
C -8.461380 17.527450 3.081800 1.720 -1.473 1.205
C -7.469110 17.512980 2.094580 -1.122 -0.586 0.883
H -7.452860 18.636530 0.312860 0.081 -0.383 -0.044
H -9.697080 19.522190 0.874310 0.337 0.107 -0.123
H -10.339680 18.652900 3.309520 -0.032 -0.119 -0.199
H -8.460090 17.007360 4.028320 0.301 -0.264 -0.100
H -6.601710 16.890050 1.933370 -0.012 0.285 0.180
N -1.217480 16.066940 7.426390 0.075 -0.123 -0.821
C -2.294290 15.208470 7.380180 0.797 0.877 2.075
C -2.414700 14.784460 6.120400 -2.198 -1.607 -0.870
C -1.479640 15.400000 5.301820 1.141 0.178 -0.066
C -0.704690 16.151170 6.147380 0.143 1.043 -0.099
H -0.949300 16.632740 8.218890 0.035 -0.213 -0.291
H -2.825720 15.023560 8.302030 -0.180 -0.190 -0.296
H -3.208100 14.124100 5.802830 0.078 -0.106 -0.078
H -1.316680 15.234170 4.247140 0.074 0.049 0.135
H 0.102440 16.816800 5.879280 0.084 -0.033 0.292
N -6.387840 19.917290 -1.525300 0.909 -1.602 -0.668
C -5.243610 19.934000 -0.789990 1.028 1.256 2.105
C -4.855060 18.656870 -0.410320 0.741 1.971 0.153
C -5.708980 17.813980 -1.054790 -1.326 -1.146 -1.841
C -6.583800 18.585980 -1.804600 -1.122 -1.209 -0.041
H -6.808610 20.661060 -2.063680 0.304 0.003 0.317
H -4.833700 20.857090 -0.407530 -0.084 0.140 -0.206
H -4.009450 18.366720 0.195620 -0.083 0.343 0.102
H -5.618710 16.737820 -1.065940 -0.338 -0.017 -0.074
H -7.360850 18.239670 -2.469920 -0.039 0.185 0.062
N -4.133390 23.984920 1.391440 -0.861 0.153 -1.671
C -5.230360 23.347540 0.866380 -0.189 0.466 -1.116
C -5.439750 23.858190 -0.411250 -0.287 -1.690 -0.177
C -4.381240 24.695700 -0.746840 0.350 1.370 1.034
C -3.672950 24.876650 0.421730 1.004 -0.915 0.538
H -3.802870 23.812980 2.330210 -0.003 0.429 0.112
H -5.775200 22.526670 1.308780 0.276 0.363 0.461
H -6.174860 23.540020 -1.135670 -0.218 -0.168 0.260
H -4.200560 25.224930 -1.670790 -0.105 0.001 0.086
H -2.786070 25.468870 0.592420 -0.071 -0.008 0.121
N -3.967450 18.950480 3.469250 -1.213 1.023 -0.895
C -4.169930 20.012440 2.620130 -0.660 0.278 -0.044
C -3.004960 20.268450 1.921620 -0.608 -0.150 0.750
C -2.049180 19.381550 2.466760 0.160 -0.404 -0.937
C -2.722380 18.517490 3.299700 2.237 -0.469 1.190
H -4.621980 18.622080 4.164830 0.032 0.018 -0.077
H -5.144520 20.477790 2.625360 0.055 0.059 -0.252
H -2.845120 20.878860 1.045120 -0.136 0.403 0.384
H -1.003130 19.429120 2.202340 0.050 -0.548 -0.123
H -2.339160 17.722350 3.922020 0.107 -0.077 0.008
N -1.476620 23.207930 -6.114870 -1.086 0.446 -0.554
C -2.375000 23.570330 -5.146570 0.885 -0.296 1.350
C -1.632450 23.575300 -3.949770 -3.133 0.600 -0.444
C -0.327620 23.320490 -4.257650 1.972 -0.905 1.371
C -0.248990 23.058240 -5.572790 0.738 -0.653 -1.883
H -1.652480 23.150080 -7.107760 -0.105 0.016 0.305
H -3.428070 23.753460 -5.301170 0.210 -0.094 -0.230
H -2.074270 23.620920 -2.965340 0.063 0.404 -0.017
H 0.447440 23.134030 -3.529030 0.137 0.213 -0.125
H 0.502120 22.624140 -6.216050 0.356 0.362 0.289
N -6.104830 18.133340 7.512950 -0.517 -1.291 -0.390
C -5.119520 19.033530 7.664380 1.476 0.240 -0.509
C -4.022720 18.600300 6.897360 -0.770 0.565 0.998
C -4.431440 17.401350 6.269950 0.759 -0.130 -0.547
C -5.673180 17.095170 6.691010 -1.874 0.718 0.016
H -7.041130 18.216610 7.882420 0.297 -0.058 -0.012
H -5.296380 19.911010 8.268660 0.300 -0.059 0.002
H -3.019620 19.000540 6.897940 -0.217 0.215 -0.132
H -3.911720 16.831840 5.513680 0.307 -0.045 0.371
H -6.370480 16.350350 6.336870 0.084 -0.144 0.217
N -7.456140 20.777170 3.856640 0.409 1.276 -0.254
C -6.911110 20.885770 5.097430 -0.132 -1.460 0.091
C -6.473190 22.162790 5.279270 0.776 -1.301 2.592
C -6.756540 22.891620 4.159420 -0.006 0.988 -1.312
C -7.330560 22.020020 3.276160 -0.829 -0.153 -1.065
H -7.869100 19.957040 3.435970 -0.017 0.012 0.045
H -6.828780 19.997650 5.706420 0.027 0.179 0.163
H -5.950930 22.405450 6.192920 -0.042 0.513 -0.114
H -6.519260 23.935680 4.017910 -0.079 -0.137 -0.264
H -7.672560 22.210480 2.269600 -0.160 -0.115 0.115
N 0.809320 15.167550 2.754110 0.295 -0.207 1.383
C 0.182670 15.710610 1.730990 1.055 0.094 -0.095
C 0.661770 16.886610 1.157600 -1.600 0.546 0.084
C 1.607460 17.635800 1.804190 1.657 -0.792 1.284
C 2.290120 17.079990 2.929350 -2.059 -0.677 -0.352
C 1.804400 15.815200 3.382510 0.409 1.151 -1.550
H -0.671950 15.126310 1.423390 -0.160 0.235 -0.622
H 0.147150 17.404070 0.361480 -0.214 -0.383 -0.377
H 1.833340 18.614430 1.407120 0.235 0.140 0.119
H 3.005330 17.660860 3.492800 0.216 -0.167 -0.056
H 2.243360 15.282040 4.212840 0.101 0.112 0.168
N 4.673740 18.919610 -1.067660 -0.364 1.041 -0.074
C 3.377910 19.305100 -0.958350 0.191 -1.412 -0.462
C 2.335680 18.523520 -1.457770 0.748 -1.320 -0.736
C 2.661990 17.279360 -2.099420 0.916 0.886 0.027
C 4.003140 16.933570 -2.246370 0.444 1.335 0.627
C 4.977760 17.834470 -1.751510 -1.247 -1.167 0.915
H 3.156250 20.189020 -0.378740 0.100 0.167 -0.015
H 1.302990 18.813460 -1.331740 -0.094 0.094 -0.008
H 1.975020 16.574140 -2.543420 -0.666 0.260 0.342
H 4.390760 16.003520 -2.635170 -0.461 -0.135 -0.296
H 5.995980 17.481830 -1.678940 0.361 0.312 -0.381
N -5.602310 14.245200 2.342660 0.090 -0.407 0.257
C -4.680080 15.240210 2.394940 -1.738 -1.872 0.229
C -3.782290 15.404970 1.405950 1.105 1.723 0.141
C -3.763460 14.609050 0.283710 -0.089 0.337 -0.120
C -4.679730 13.596680 0.242870 -0.610 -1.876 0.757
C -5.566720 13.368420 1.331790 1.240 2.103 -0.553
H -4.670540 15.870420 3.271950 -0.211 0.095 0.100
H -3.152290 16.260210 1.601040 0.621 0.024 -0.616
H -3.071790 14.824000 -0.517410 0.067 -0.212 -0.097
H -4.641570 12.811860 -0.498070 -0.084 0.231 -0.443
H -6.244690 12.527830 1.318550 -0.161 0.046 0.185
N -3.576820 24.497610 4.190940 2.142 -0.534 1.966
C -2.685650 23.724330 4.912360 -0.923 0.058 -1.869
C -1.648500 24.197020 5.676290 0.086 0.284 -0.347
C -1.424610 25.549940 5.639880 -1.044 1.787 0.412
C -2.293050 26.427880 4.941570 0.367 -1.754 0.281
C -3.377570 25.824590 4.282900 -0.185 -0.277 0.239
H -2.727750 22.661830 4.723350 -0.521 -0.266 0.154
H -0.967580 23.546600 6.205150 -0.169 -0.218 0.053
H -0.719780 25.982690 6.334390 0.529 0.091 -0.340
H -2.069420 27.484470 4.946110 -0.406 0.059 -0.053
H -4.222140 26.351050 3.863450 0.322 0.667 -0.343
N 1.190840 21.196140 1.047330 -1.242 1.484 0.566
C 1.125990 21.713570 2.321460 -1.364 -1.511 -2.030
C 0.116760 22.587240 2.718670 -0.057 0.003 -1.134
C -0.802230 23.065220 1.765980 1.750 -0.463 0.426
C -0.637020 22.669350 0.403520 -1.442 0.687 1.857
C 0.276960 21.704390 0.122940 2.869 -0.656 1.407
H 1.689730 21.206470 3.090510 0.644 0.208 -0.152
H 0.076090 22.857930 3.763400 -0.212 0.167 0.040
H -1.487200 23.761890 2.226260 -0.565 0.149 -0.875
H -1.298510 23.021230 -0.374300 -0.096 0.163 0.006
H 0.468530 21.393950 -0.893580 -0.269 -0.310 -0.118